# 1
Formula: C19H25N3O4S
Source: the Open Molecules 2025 dataset
Level of theory: ωB97M-V/def2-TZVPD

Geometry as XYZ:
```
52
Properties=species:S:1:pos:R:3:mulliken_charge:R:1
C -5.372 -1.654 1.476 -0.953
S -4.784 0.060 1.328 0.036
C -3.825 0.021 -0.148 0.830
C -3.690 -1.066 -0.994 -0.227
C -2.890 -0.971 -2.123 -0.831
C -2.231 0.207 -2.412 -0.725
C -2.363 1.306 -1.574 -0.392
C -3.156 1.219 -0.444 0.169
O -3.372 2.228 0.458 -0.528
C -2.478 3.311 0.482 -0.551
C -1.054 2.870 0.613 0.501
C 0.126 3.391 0.157 -0.942
C 1.092 2.441 0.568 0.814
C 2.542 2.391 0.231 0.022
O 3.026 3.096 -0.632 -0.672
N 3.219 1.485 0.970 -0.136
C 4.431 0.881 0.465 -1.009
C 4.058 -0.151 -0.622 -0.899
N 2.849 -0.846 -0.227 0.724
C 1.974 -1.251 -1.306 -1.349
C 0.597 -1.577 -0.732 0.604
C 0.705 -2.679 0.319 -1.153
C 1.749 -2.315 1.383 -0.127
O 1.314 -1.297 2.246 -0.644
C 3.072 -1.938 0.697 -0.968
N 0.508 1.449 1.200 -0.474
O -0.811 1.711 1.240 -0.111
H -6.029 -1.900 0.648 0.308
H -5.929 -1.691 2.408 0.360
H -4.527 -2.334 1.527 0.293
H -4.196 -1.993 -0.782 0.331
H -2.787 -1.827 -2.773 0.433
H -1.607 0.283 -3.290 0.422
H -1.844 2.220 -1.817 0.362
H -2.774 3.895 1.361 0.360
H -2.579 3.946 -0.409 0.320
H 0.300 4.295 -0.387 0.488
H 2.652 0.877 1.546 0.409
H 4.954 0.415 1.301 0.436
H 5.059 1.662 0.035 0.451
H 4.906 -0.830 -0.807 0.362
H 3.848 0.394 -1.544 0.464
H 1.888 -0.425 -2.016 0.472
H 2.369 -2.132 -1.847 0.285
H -0.074 -1.890 -1.534 0.269
H 0.178 -0.674 -0.284 -0.270
H -0.261 -2.834 0.802 0.323
H 1.006 -3.614 -0.158 0.467
H 1.926 -3.180 2.033 0.480
H 1.016 -0.540 1.718 0.446
H 3.782 -1.619 1.462 0.323
H 3.486 -2.829 0.188 0.398
```

For the orbital gap, the calculation gives 8.67 eV. For the total energy, the calculation gives -43603.22043 eV. Its strongest force on any atom is 1.02 eV Å⁻¹. The calculation puts the energy above the lowest of the compared OMol25 structures with the same formula, charge and spin at 85.7 kcal/mol. Its SMILES is CSc1ccccc1OCc1cc(C(=O)NCCN2CCC[C@H](O)C2)no1.


# 2
Formula: C3H9PS
Source: the Open Molecules 2025 dataset
Level of theory: ωB97M-V/def2-TZVPD

Geometry as XYZ:
```
14
Properties=species:S:1:pos:R:3:mulliken_charge:R:1
C 1.417 -1.350 -1.243 -0.782
C 0.322 -0.869 1.274 -0.992
C -2.690 1.401 -0.411 -0.969
P 0.576 -0.063 -0.444 0.422
S 2.366 1.135 -0.048 -0.362
H 2.160 -1.043 -1.974 0.301
H 1.039 -2.414 -1.360 0.283
H 0.869 -1.730 1.245 0.395
H 0.729 -0.157 1.912 0.315
H -0.721 -1.120 1.332 0.296
H -2.928 1.245 0.646 0.300
H -2.373 2.377 -0.861 0.291
H -2.806 0.609 -1.003 0.370
H 2.042 1.978 0.936 0.131
```

For the orbital gap (alpha / beta), the calculation gives 7.98 / 7.86 eV. For the total energy, the calculation gives -23376.61461 eV. Its strongest force on any atom is 4.19 eV Å⁻¹. The calculation puts the energy above the lowest of the compared OMol25 structures with the same formula, charge and spin at 101.0 kcal/mol.


# 3
Formula: C34H62N2O7PTi
Source: the Open Molecules 2025 dataset
Level of theory: ωB97M-V/def2-TZVPD

Geometry as XYZ:
```
107
Properties=species:S:1:pos:R:3:mulliken_charge:R:1
Ti 1.553 -1.852 0.341 -0.260
C 0.185 -1.513 -2.244 0.047
C -0.957 -2.084 -1.433 -0.517
O -0.574 -2.150 -0.032 0.413
C -0.985 -3.356 0.633 -0.904
C -0.157 -4.529 0.147 -0.931
O 1.213 -4.108 0.105 0.869
C 2.085 -5.052 -0.518 -0.616
C 3.509 -4.562 -0.433 -0.938
O 3.690 -3.259 -0.987 -0.220
C 3.530 -3.170 -2.406 -1.112
C 2.472 -2.144 -2.786 -0.343
O 1.382 -2.246 -1.855 -0.200
H 0.317 -0.453 -2.047 -0.661
H -0.011 -1.670 -3.305 0.892
H -1.204 -3.087 -1.782 0.486
H -1.829 -1.441 -1.522 -0.112
H -2.047 -3.541 0.471 0.499
H -0.814 -3.187 1.693 0.350
H -0.455 -4.848 -0.853 0.383
H -0.271 -5.380 0.823 0.470
H 1.770 -5.185 -1.555 0.321
H 2.008 -6.019 -0.012 0.470
H 4.163 -5.288 -0.922 0.441
H 3.803 -4.476 0.613 0.345
H 3.274 -4.149 -2.813 0.420
H 4.482 -2.869 -2.844 0.464
H 2.101 -2.380 -3.785 0.535
H 2.854 -1.127 -2.787 0.252
C 4.012 1.328 1.089 -1.864
C 3.755 0.177 0.127 1.444
C 4.856 0.090 -0.906 -1.512
O 3.653 -1.087 0.871 -0.763
C 2.367 0.382 -0.515 -0.423
O 2.277 0.822 -1.648 -0.769
O 1.355 0.091 0.276 1.637
H 4.783 1.038 1.806 0.415
H 3.112 1.618 1.630 0.139
H 4.367 2.196 0.531 0.444
H 5.832 0.207 -0.429 0.475
H 4.725 0.884 -1.638 0.358
H 4.840 -0.866 -1.433 0.244
H 4.398 -1.638 0.603 0.340
C 1.888 -0.166 3.537 -0.169
C 1.869 -1.654 3.505 -0.023
N 1.696 -2.452 2.460 1.478
C 1.786 -3.752 2.965 -0.864
C 2.005 -3.723 4.296 -0.833
N 2.053 -2.386 4.621 0.006
H 1.554 0.239 2.588 -0.962
H 2.901 0.191 3.732 0.419
H 1.232 0.204 4.326 0.493
H 1.685 -4.618 2.339 0.314
H 2.127 -4.509 5.021 0.433
H 2.193 -2.001 5.540 0.205
C 0.413 5.025 -1.874 -0.878
C 0.502 4.716 -0.368 -1.091
C 0.094 3.267 -0.061 0.778
C -1.060 2.819 -0.970 -0.008
C -0.549 2.769 -2.438 -0.676
C 0.611 3.749 -2.686 -0.712
P -1.644 1.154 -0.440 0.112
C -2.237 1.333 1.319 -0.202
C -1.211 0.730 2.293 0.654
C -1.782 0.713 3.710 -0.892
C -2.097 2.143 4.217 -0.951
C -1.997 3.183 3.098 -0.740
C -2.721 2.725 1.829 -1.070
C -3.292 0.954 -1.268 -0.050
C -3.208 0.800 -2.793 -0.610
C -4.466 0.081 -3.318 -0.956
C -5.707 0.435 -2.476 -0.663
C -5.593 1.853 -1.920 -0.841
C -4.397 1.974 -0.944 -0.652
H 1.148 5.781 -2.149 0.494
H -0.571 5.442 -2.112 0.304
H -0.142 5.402 0.188 0.354
H 1.522 4.884 -0.012 0.471
H -0.177 3.182 0.992 -0.795
H 0.934 2.590 -0.225 -0.646
H -1.872 3.548 -0.895 1.319
H -1.369 3.010 -3.116 0.424
H -0.212 1.757 -2.679 -0.239
H 0.671 3.977 -3.752 0.601
H 1.558 3.277 -2.409 0.044
H -3.091 0.645 1.332 0.927
H -0.287 1.314 2.264 -0.093
H -0.949 -0.277 1.963 -0.675
H -1.097 0.210 4.397 0.281
H -2.697 0.113 3.697 0.401
H -1.414 2.418 5.023 0.381
H -3.102 2.171 4.642 0.326
H -0.946 3.388 2.880 0.158
H -2.426 4.127 3.436 0.541
H -2.617 3.489 1.057 0.200
H -3.789 2.671 2.057 0.636
H -3.613 -0.024 -0.876 0.431
H -2.302 0.266 -3.097 0.160
H -3.144 1.794 -3.242 0.380
H -4.308 -1.001 -3.305 0.222
H -4.636 0.361 -4.360 0.470
H -5.813 -0.267 -1.643 0.262
H -6.609 0.335 -3.081 0.464
H -6.516 2.138 -1.412 0.459
H -5.470 2.552 -2.753 0.341
H -4.744 1.827 0.080 0.335
H -3.990 2.988 -1.001 0.005
```

For the orbital gap (alpha / beta), the calculation gives 6.57 / 7.69 eV. For the total energy, the calculation gives -85977.90823 eV. Its strongest force on any atom is 1.35 eV Å⁻¹. The expectation value of S² is 2.0026. Its spin multiplicity is 3. The net charge is +1.


# 4
Formula: F3HO3Si
Source: the Open Molecules 2025 dataset
Level of theory: ωB97M-V/def2-TZVPD

Geometry as XYZ:
```
8
Properties=species:S:1:pos:R:3:mulliken_charge:R:1
O 1.161 -0.416 -2.368 -0.571
Si 1.353 0.849 -1.582 0.962
O 2.401 1.353 -0.431 -0.105
F 3.303 0.485 0.137 -0.095
O 0.612 2.305 -1.523 -0.101
F -0.471 2.571 -2.330 -0.097
F -0.355 0.358 1.163 -0.399
H -0.602 -0.498 0.872 0.406
```

For the orbital gap, the calculation gives 11.37 eV. For the total energy, the calculation gives -22183.25839 eV. Its strongest force on any atom is 1.15 eV Å⁻¹. The calculation puts the energy above the lowest of the compared OMol25 structures with the same formula, charge and spin at 0.0 kcal/mol. Its SMILES is O=[Si](OF)OF.F.


Q: Look up the strongest force on any atom of the third one.
A: 1.35 eV Å⁻¹


Q: Among the records above, which one has the highest strongest force on any atom?
A: C3H9PS